Formula: C25H27ClF3MnN5O3SSe
Source: the OMol25 dataset
Level of theory: ωB97M-V/def2-TZVPD

Atoms and positions in Å:
1 Mn 1.03339 0.21393 -1.61164
2 F -3.50678 3.83571 -0.75307
3 C -2.46557 4.51739 -1.24240
4 F -2.59628 4.55992 -2.57479
5 F -2.60626 5.79245 -0.80201
6 C -1.13384 3.95449 -0.81699
7 C -0.28563 4.75917 -0.08641
8 C 0.96419 4.29568 0.30598
9 C 1.33279 3.03857 -0.11099
10 N 0.52679 2.25253 -0.83978
11 C -0.73380 2.63906 -1.17450
12 S -1.72310 1.46095 -1.95481
13 H -0.60406 5.75617 0.18359
14 H 1.63486 4.89748 0.90507
15 H 2.29149 2.60753 0.15498
16 N 2.25795 -1.06839 -3.11956
17 C 1.48423 -1.14246 -4.36734
18 C 1.30553 0.27177 -4.89238
19 N 0.86013 1.15369 -3.80126
20 H 3.13486 -0.58352 -3.26945
21 H 2.48599 -1.98158 -2.74533
22 H 0.51055 -1.57542 -4.13406
23 H 1.95331 -1.76278 -5.13177
24 H 0.60634 0.26087 -5.72922
25 H 2.26175 0.63641 -5.27245
26 H -0.15570 1.21711 -3.74522
27 H 1.19034 2.10161 -3.92565
28 C -0.26086 0.39496 1.74631
29 N -1.48855 -0.25587 1.29879
30 C -1.63965 -1.07284 0.25004
31 Se -0.36714 -1.85343 -0.85192
32 N -2.95050 -1.35781 0.15701
33 C -3.67519 -0.70186 1.14825
34 C -5.02276 -0.67643 1.46981
35 C -5.38346 0.08579 2.56856
36 C -4.42873 0.79173 3.31416
37 C -3.08509 0.76555 2.97838
38 C -2.73619 0.00741 1.87292
39 H 0.56972 0.08572 1.12670
40 H -0.04768 0.10330 2.77715
41 H -0.38357 1.47422 1.67721
42 H -3.30893 -1.94504 -0.57477
43 H -5.75792 -1.22045 0.88902
44 H -6.42534 0.13594 2.85820
45 H -4.74845 1.36856 4.17214
46 H -2.34255 1.30455 3.55567
47 C 1.94027 -4.39251 -0.20233
48 C 1.56280 -3.58497 1.00830
49 C 0.42584 -3.86631 1.74510
50 C 0.07976 -3.08332 2.83863
51 Cl -1.38787 -3.43720 3.71892
52 C 0.87118 -2.02252 3.22177
53 C 2.01597 -1.71893 2.48785
54 C 2.35049 -2.49386 1.38773
55 O 3.43149 -2.25557 0.59464
56 C 4.17454 -1.07789 0.87687
57 C 3.33013 0.15838 0.62598
58 O 3.23765 1.01251 1.49937
59 O 2.73395 0.14431 -0.51091
60 H 1.27111 -5.24402 -0.32411
61 H 2.96686 -4.75506 -0.13462
62 H 1.87592 -3.77443 -1.10181
63 H -0.20185 -4.70412 1.46466
64 H 0.60163 -1.42613 4.08408
65 H 2.61447 -0.86113 2.76954
66 H 5.00567 -1.09097 0.17452
67 H 4.55941 -1.06861 1.89368

For the lowest unoccupied orbital energy (alpha / beta), the calculation gives 0.010 / 0.009 Ha. The max |F| is 0.0125 hartree/bohr. As for the multiplicity: 6.



Formula: C10H16N2O2
Source: the OMol25 dataset
Level of theory: ωB97M-V/def2-TZVPD

Atoms and positions in Å:
1 C 0.92065 -1.93802 1.10285
2 C -0.18933 -1.56230 0.17264
3 C -0.66455 -0.24202 0.44771
4 C 1.33762 -1.85489 -0.26966
5 C 0.31227 -1.76347 3.35145
6 C 1.65384 -3.09995 -1.02383
7 C 0.78164 2.11253 -1.19015
8 C -1.57788 2.84348 -1.80904
9 C -1.21297 0.59354 -0.66359
10 C -0.77079 2.02761 -0.77574
11 N 1.15160 -1.93107 2.31608
12 N -0.57265 0.06203 1.69283
13 O -1.03814 1.24344 2.21170
14 O 0.43498 -0.90912 4.19155
15 H -1.04623 -2.18124 -0.13645
16 H 1.95651 -1.04792 -0.47232
17 H -0.34389 -2.74643 3.42710
18 H 0.92215 -3.96289 -0.79957
19 H 2.62846 -3.56388 -0.77664
20 H 1.70152 -2.84042 -1.98713
21 H 1.06678 1.89089 -2.20222
22 H 1.52987 1.77617 -0.54632
23 H 0.97528 3.19234 -0.98140
24 H -2.55080 3.14422 -1.37069
25 H -0.97186 3.73208 -2.18411
26 H -1.83277 2.29282 -2.72539
27 H -2.29208 0.74217 -0.58032
28 H -0.94148 0.13970 -1.58847
29 H -0.77875 2.63843 0.10229
30 H -0.58901 1.21219 3.06686

For the lowest unoccupied orbital energy, the calculation gives 0.022 Ha. The max |F| is 0.0887 hartree/bohr. As for the multiplicity: 1. The SMILES is CC(C)C/C(=N\O)[C@@H]1/C(=N\C=O)[C@H]1C.



Formula: C4H9NO
Source: the OMol25 dataset
Level of theory: ωB97M-V/def2-TZVPD

Atoms and positions in Å:
1 C 0.50453 -0.66472 -0.76589
2 C -0.91987 2.24254 0.94675
3 C 0.93464 -1.71548 0.25728
4 C -0.53886 0.23099 -0.19739
5 O 0.04119 -1.21572 -1.97798
6 N -0.06671 1.32093 0.24862
7 H 0.57677 -1.98216 -2.21145
8 H 1.32167 0.18912 -0.80771
9 H -1.59167 0.03668 -0.42862
10 H -1.98634 1.99905 0.85729
11 H -0.74510 3.24329 0.55104
12 H -0.64704 2.24220 2.00346
13 H 1.75584 -2.31505 -0.13505
14 H 1.26213 -1.23230 1.17440
15 H 0.09883 -2.37937 0.48524

For the lowest unoccupied orbital energy, the calculation gives 0.037 Ha. The max |F| is 0.0486 hartree/bohr. As for the multiplicity: 1. The SMILES is C/N=C/[C@@H](C)O.



Formula: C4H6N2O
Source: the OMol25 dataset
Level of theory: ωB97M-V/def2-TZVPD

Atoms and positions in Å:
1 C 0.28687 -0.19225 -1.80248
2 C -0.06629 -0.09808 -0.51669
3 C -1.15324 -0.70662 0.22241
4 C -1.05073 -0.14537 1.43841
5 O -1.81638 -0.26246 2.52662
6 N 0.07132 0.72813 1.50470
7 N 0.63709 0.77419 0.38109
8 H 2.95674 0.55494 -1.35078
9 H 1.06255 0.43728 -2.21642
10 H -0.19728 -0.89201 -2.47397
11 H -1.90096 -1.37780 -0.16673
12 H -1.46254 0.34085 3.19826
13 H 2.63284 0.83919 -0.74442

For the lowest unoccupied orbital energy, the calculation gives -0.030 Ha. The max |F| is 0.0066 hartree/bohr. As for the multiplicity: 1. The SMILES is C=C1C=C(O)N=N1.[H][H].



Formula: C48H43I3LaN4O3P
Source: the OMol25 dataset
Level of theory: ωB97M-V/def2-TZVPD

Atoms and positions in Å:
1 La 12.79082 11.83544 13.47282
2 C 9.06436 14.37720 15.64621
3 C 8.99497 14.39857 14.08828
4 N 7.79288 14.79993 13.68894
5 C 7.56734 14.83846 12.35725
6 C 8.44362 14.43587 11.40155
7 C 8.07289 14.71494 9.99518
8 O 7.51836 13.70916 9.28935
9 C 9.69123 13.88216 11.82865
10 C 10.65422 13.40821 10.84207
11 N 11.76149 12.79184 11.14606
12 C 12.54614 12.30190 10.03780
13 C 12.07789 11.38067 9.14483
14 C 12.92934 10.84562 8.19480
15 C 14.25351 11.14397 8.18425
16 C 14.73393 12.09980 9.00067
17 C 13.89383 12.66929 9.89166
18 I 14.51994 14.22271 11.12935
19 C 9.98362 13.83534 13.19699
20 O 11.10945 13.40617 13.66675
21 H 9.79545 15.10311 16.04988
22 H 8.11942 14.62885 16.02997
23 H 9.42258 13.37089 15.86012
24 H 6.59822 15.20916 12.02513
25 H 7.46999 15.64721 9.95318
26 H 8.99840 14.98823 9.50343
27 H 7.11861 13.07555 9.87648
28 H 10.58942 13.68278 9.80170
29 H 11.02332 11.15650 9.23906
30 H 12.49517 10.10706 7.54156
31 H 14.90905 10.58357 7.53501
32 H 15.82144 12.32310 8.85888
33 I 6.25866 11.63164 17.33320
34 C 7.83496 10.98235 16.17192
35 C 7.77991 10.78082 14.74742
36 C 8.87849 10.44335 13.96854
37 I 8.57146 10.05905 11.97995
38 C 10.12341 10.40383 14.53691
39 O 11.22768 10.21687 13.85862
40 C 10.26652 10.61420 15.97417
41 C 11.62335 10.40654 16.60375
42 N 12.62962 11.48323 16.25070
43 C 12.29444 12.78296 16.88813
44 C 13.34676 13.76388 16.49805
45 C 13.96006 14.55178 17.43054
46 C 15.08431 15.23761 16.99064
47 C 15.50127 15.19184 15.69721
48 C 14.75167 14.39470 14.82517
49 N 13.76231 13.69770 15.21334
50 C 9.10770 10.91614 16.75285
51 H 6.83193 10.92886 14.35106
52 H 11.96416 9.47701 16.16624
53 H 11.52768 10.38552 17.74707
54 H 13.49211 11.19406 16.63511
55 H 12.18027 12.59184 17.91893
56 H 11.37484 13.10284 16.44793
57 H 13.75501 14.58829 18.48253
58 H 15.61330 15.81507 17.70866
59 H 16.34799 15.77215 15.36049
60 H 15.09944 14.22286 13.80109
61 H 9.18150 10.86701 17.85930
62 C 15.81496 11.07028 16.37773
63 C 17.17392 10.87514 15.73932
64 C 18.20784 10.72832 16.66656
65 C 19.49632 10.41553 16.28259
66 C 19.81116 10.27712 14.94942
67 C 18.76842 10.35619 14.07333
68 C 17.46462 10.67076 14.38174
69 P 16.02597 10.59572 13.21584
70 C 16.83566 10.27801 11.60050
71 C 16.56912 9.04532 10.98771
72 C 16.96296 8.74410 9.68415
73 C 17.62457 9.75234 8.99120
74 C 18.06357 10.94088 9.62336
75 C 17.66616 11.22411 10.94712
76 C 17.98721 12.54918 11.46522
77 C 15.18926 9.02802 13.67176
78 C 15.70220 8.12836 14.68501
79 C 14.87780 7.07007 15.22196
80 C 13.55903 6.96868 14.62877
81 C 13.21370 7.81472 13.61042
82 C 13.95666 8.88658 13.02406
83 C 13.55528 9.71955 11.94720
84 H 15.32326 10.10075 16.43725
85 H 15.20640 11.77378 15.84543
86 H 15.93298 11.31127 17.41191
87 H 17.94621 10.85454 17.70435
88 H 20.26218 10.44196 17.00020
89 H 20.83346 10.28890 14.65226
90 H 18.97183 10.17740 13.01662
91 H 15.95281 8.36943 11.60115
92 H 16.75952 7.80802 9.20842
93 H 17.78019 9.70008 7.91581
94 H 18.71298 11.55880 8.98491
95 H 18.22990 13.23729 10.65939
96 H 18.85025 12.62269 12.19304
97 H 17.16474 12.92993 12.07387
98 H 16.70739 8.33341 15.04460
99 H 15.35516 6.42174 15.97396
100 H 12.80449 6.29709 14.92369
101 H 12.29068 7.57871 13.13518
102 H 12.63489 9.51014 11.42050
103 H 14.31299 9.82239 11.14680

For the lowest unoccupied orbital energy, the calculation gives -0.006 Ha. The max |F| is 0.0668 hartree/bohr. As for the multiplicity: 1.



Formula: C4H12OS2
Source: the OMol25 dataset
Level of theory: ωB97M-V/def2-TZVPD

Atoms and positions in Å:
1 C -1.56284 1.34138 1.39635
2 C -0.05363 1.67694 1.37954
3 C -1.97798 0.73831 0.08282
4 S -1.07833 -0.88882 -0.25722
5 S -0.87468 -1.28737 -2.29573
6 C 0.87336 -1.04432 -2.25319
7 H -1.64263 0.62261 2.17106
8 H -2.07947 2.19622 1.48943
9 H 0.51981 0.72278 1.18891
10 H 0.33618 2.53658 0.58455
11 H 0.30561 2.11558 2.37753
12 H -3.10628 0.24708 0.13742
13 H -2.15183 1.50953 -0.64318
14 H 1.27946 -1.41542 -3.20010
15 H 1.27249 -0.01897 -1.93393
16 H 1.53380 -1.60732 -1.50610
17 H 2.25195 -2.67175 1.09561
18 H 3.08526 -2.26447 -0.31947
19 O 3.06975 -2.50858 0.50570

For the lowest unoccupied orbital energy, the calculation gives 0.021 Ha. The max |F| is 0.1945 hartree/bohr. As for the multiplicity: 1. The SMILES is CCCSSC.O.



- Which of these has the highest multiplicity?
  C25H27ClF3MnN5O3SSe